{"formula": "C45H80N13O2", "method": "wB97M-V/def2-TZVPD", "symbols": ["C", "C", "C", "C", "C", "N", "C", "C", "N", "N", "C", "C", "O", "N", "O", "H", "H", "H", "H", "H", "H", "H", "H", "H", "H", "H", "H", "H", "H", "H", "H", "H", "C", "C", "C", "C", "N", "H", "H", "H", "H", "H", "H", "H", "C", "C", "C", "C", "N", "H", "H", "H", "H", "H", "H", "H", "C", "C", "C", "C", "N", "H", "H", "H", "H", "H", "H", "H", "C", "C", "C", "C", "N", "H", "H", "H", "H", "H", "H", "H", "C", "C", "C", "C", "N", "H", "H", "H", "H", "H", "H", "H", "C", "C", "C", "C", "N", "H", "H", "H", "H", "H", "H", "H", "C", "C", "C", "C", "N", "H", "H", "H", "H", "H", "H", "H", "C", "C", "C", "C", "N", "H", "H", "H", "H", "H", "H", "H", "C", "C", "C", "C", "N", "H", "H", "H", "H", "H", "H", "H"], "xyz": [[1.679, -4.424, -0.961], [1.030, -4.508, -2.342], [1.134, -3.236, -3.165], [2.554, -2.840, -3.646], [3.516, -4.017, -3.715], [2.538, -2.074, -4.918], [3.481, -2.171, -5.951], [3.127, -1.291, -6.930], [3.778, -1.058, -8.140], [1.981, -0.665, -6.496], [1.663, -1.142, -5.283], [0.464, -0.556, -4.581], [0.402, 0.826, -4.888], [1.595, 1.464, -4.320], [1.304, 2.188, -3.475], [1.562, -3.446, -0.503], [2.716, -4.740, -0.952], [1.155, -5.137, -0.332], [1.347, -5.393, -2.879], [-0.032, -4.657, -2.165], [0.456, -3.248, -4.018], [0.782, -2.437, -2.518], [2.970, -2.173, -2.895], [3.897, -4.184, -2.719], [3.050, -4.915, -4.102], [4.383, -3.808, -4.329], [4.325, -2.823, -5.940], [3.837, -0.064, -8.340], [4.733, -1.377, -8.043], [1.489, 0.054, -7.003], [0.474, -0.724, -3.512], [-0.447, -0.990, -4.977], [-0.580, 4.741, -5.475], [-1.706, 3.793, -5.875], [-2.666, 4.430, -6.886], [-3.284, 5.628, -6.318], [-3.722, 6.579, -5.855], [-0.970, 5.633, -4.983], [0.103, 4.255, -4.778], [-0.005, 5.054, -6.348], [-2.260, 3.489, -4.985], [-1.283, 2.887, -6.313], [-3.455, 3.731, -7.166], [-2.130, 4.714, -7.792], [2.558, -4.788, 3.191], [1.690, -5.540, 4.190], [1.663, -7.051, 3.931], [1.115, -7.329, 2.602], [0.684, -7.550, 1.563], [2.176, -4.899, 2.173], [2.570, -3.728, 3.425], [3.589, -5.146, 3.211], [0.671, -5.149, 4.153], [2.066, -5.360, 5.198], [1.046, -7.553, 4.675], [2.669, -7.467, 3.993], [4.363, 6.570, -5.927], [3.591, 6.055, -4.718], [3.635, 4.527, -4.587], [3.041, 3.883, -5.759], [2.565, 3.398, -6.683], [3.937, 6.200, -6.861], [4.331, 7.658, -5.963], [5.410, 6.265, -5.884], [2.552, 6.384, -4.784], [4.006, 6.492, -3.809], [3.083, 4.204, -3.703], [4.664, 4.180, -4.487], [-0.351, -10.002, 7.716], [-0.208, -9.122, 8.952], [0.427, -7.762, 8.645], [1.775, -7.919, 8.097], [2.834, -8.053, 7.680], [0.621, -10.240, 7.282], [-0.835, -10.943, 7.972], [-0.957, -9.510, 6.953], [0.392, -9.646, 9.699], [-1.193, -8.959, 9.390], [0.496, -7.158, 9.550], [-0.181, -7.215, 7.922], [-1.815, 9.366, -5.997], [-2.458, 9.744, -4.669], [-2.717, 11.250, -4.540], [-1.466, 12.005, -4.616], [-0.486, 12.597, -4.664], [-0.836, 9.834, -6.115], [-1.674, 8.286, -6.052], [-2.436, 9.668, -6.832], [-1.818, 9.417, -3.846], [-3.405, 9.211, -4.568], [-3.193, 11.474, -3.585], [-3.375, 11.594, -5.337], [-4.966, 8.746, -9.350], [-5.895, 9.873, -8.916], [-5.329, 11.266, -9.219], [-4.063, 11.478, -8.519], [-3.064, 11.615, -7.975], [-4.016, 8.784, -8.814], [-5.420, 7.777, -9.143], [-4.757, 8.800, -10.421], [-6.091, 9.786, -7.845], [-6.855, 9.770, -9.425], [-6.030, 12.040, -8.905], [-5.156, 11.386, -10.289], [-3.020, -8.154, 11.916], [-4.542, -8.100, 11.935], [-5.168, -9.191, 11.059], [-4.737, -9.040, 9.668], [-4.373, -8.899, 8.591], [-2.640, -7.983, 10.909], [-2.597, -7.386, 12.564], [-2.656, -9.124, 12.260], [-4.875, -7.120, 11.591], [-4.903, -8.218, 12.958], [-6.256, -9.137, 11.094], [-4.870, -10.181, 11.407], [1.118, 0.534, 5.070], [2.193, 1.077, 4.134], [2.752, -0.004, 3.201], [3.369, -1.088, 3.965], [3.839, -1.935, 4.576], [1.514, -0.234, 5.728], [0.723, 1.333, 5.698], [0.288, 0.103, 4.512], [3.008, 1.507, 4.720], [1.777, 1.883, 3.527], [3.505, 0.416, 2.534], [1.953, -0.424, 2.588], [0.905, -0.887, 9.873], [-0.620, -0.868, 9.881], [-1.234, -1.948, 8.983], [-0.826, -1.767, 7.589], [-0.487, -1.608, 6.507], [1.301, -0.681, 8.877], [1.299, -0.126, 10.546], [1.289, -1.855, 10.198], [-0.972, 0.114, 9.560], [-0.979, -1.019, 10.900], [-2.322, -1.911, 9.028], [-0.918, -2.940, 9.308]], "mulliken_charge": [-0.949, -1.145, -0.686, 0.859, -1.589, 0.199, -0.431, 0.037, -0.569, 0.092, 0.332, -0.374, -0.195, 0.288, -0.322, 0.314, 0.345, 0.283, 0.448, 0.455, 0.413, 0.326, 0.027, 0.309, 0.347, 0.431, 0.340, 0.283, 0.290, 0.259, 0.249, 0.269, -0.864, -0.261, -0.623, 0.249, -0.422, 0.399, 0.073, 0.333, 0.332, 0.117, 0.366, 0.302, -0.365, -0.512, -0.195, 0.279, -0.462, -0.045, -0.113, 0.365, 0.314, 0.327, 0.076, 0.290, -1.186, -0.408, -0.248, 0.236, -0.532, 0.343, 0.359, 0.302, 0.233, 0.346, 0.201, 0.408, -1.314, 0.133, -0.257, 0.128, -0.489, 0.397, 0.364, 0.310, 0.337, -0.219, 0.321, 0.298, -0.392, -0.402, -0.350, 0.246, -0.460, 0.459, -0.048, -0.170, 0.270, 0.299, 0.338, 0.172, -0.969, -0.422, -0.481, 0.321, -0.438, 0.202, 0.304, 0.329, 0.284, 0.320, 0.280, 0.296, -0.884, -0.457, -0.448, 0.277, -0.429, 0.079, 0.370, 0.322, 0.293, 0.307, 0.302, 0.276, -1.051, -0.512, -0.326, 0.273, -0.499, 0.271, 0.338, 0.327, 0.315, 0.320, 0.310, 0.277, -1.012, -0.426, -0.377, 0.236, -0.394, 0.245, 0.322, 0.297, 0.286, 0.305, 0.286, 0.230], "homo_lumo_gap_ev": 8.35, "total_energy_ha": -2624.59239, "lumo_ha": -0.13373, "charge": 1, "homo_ev": -12.0}

{"formula": "C9H15FNO", "method": "wB97M-V/def2-TZVPD", "symbols": ["C", "C", "C", "C", "C", "C", "C", "C", "C", "N", "O", "F", "H", "H", "H", "H", "H", "H", "H", "H", "H", "H", "H", "H", "H", "H", "H"], "xyz": [[0.377, 1.142, -1.823], [0.030, -0.324, -2.177], [1.786, 1.229, -1.149], [-0.648, -1.320, 0.221], [0.990, 0.422, 1.249], [-0.461, -0.087, 1.101], [0.224, -1.501, -1.129], [1.874, 0.433, 0.105], [-1.070, -0.399, 2.475], [1.590, -1.907, -1.018], [1.797, -2.644, 0.039], [3.186, 0.330, 0.538], [0.408, 1.516, -2.853], [-0.318, 1.442, -1.098], [-1.012, -0.214, -2.690], [0.679, -0.763, -3.019], [2.682, 0.983, -1.872], [1.916, 2.385, -0.762], [-0.190, -2.181, 0.873], [-1.677, -1.382, 0.078], [0.905, 1.493, 1.746], [1.422, -0.112, 2.064], [-1.203, 0.568, 0.796], [-0.182, -2.377, -1.597], [-1.591, -1.465, 2.492], [-1.735, 0.395, 2.840], [-0.236, -0.597, 3.245]], "mulliken_charge": [-0.643, -1.028, -0.596, -1.400, -0.972, 1.223, -0.113, 0.425, -1.475, -0.332, -0.585, -0.405, 0.365, 0.254, 0.257, 0.414, 0.228, 0.279, 0.403, 0.496, 0.074, 0.364, 0.139, 0.651, 0.306, 0.387, 0.284], "homo_lumo_gap_ev": [5.14, 6.38], "total_energy_ha": -581.60302, "lumo_ha": [0.13484, 0.13823], "charge": -1, "homo_ev": [-1.5, -2.6], "e_above_lowest_kcal_mol": 12.5}

{"formula": "C16H28N5O2", "method": "wB97M-V/def2-TZVPD", "symbols": ["C", "C", "O", "C", "C", "O", "C", "C", "C", "N", "C", "N", "N", "H", "H", "H", "H", "H", "H", "H", "H", "H", "H", "H", "H", "H", "H", "H", "H", "H", "H", "N", "C", "C", "C", "C", "H", "H", "H", "H", "H", "N", "C", "C", "C", "C", "H", "H", "H", "H", "H"], "xyz": [[1.252, -0.795, 1.298], [1.294, -2.263, 0.864], [0.928, -2.413, -0.495], [-0.311, -3.003, -0.774], [-1.160, -2.056, -1.596], [-1.390, -0.850, -0.884], [-2.720, -0.488, -0.691], [-3.327, -0.907, 0.678], [-4.638, -1.721, 0.504], [-4.589, -2.562, 1.740], [-3.273, -2.851, 1.839], [-2.813, -4.075, 2.020], [-2.488, -1.710, 1.610], [2.214, -0.495, 1.705], [0.971, -0.158, 0.465], [0.523, -0.623, 2.094], [0.708, -2.903, 1.524], [2.326, -2.598, 0.938], [-0.152, -3.926, -1.337], [-0.865, -3.254, 0.135], [-2.099, -2.559, -1.848], [-0.647, -1.846, -2.533], [-3.362, -0.876, -1.485], [-2.762, 0.598, -0.739], [-3.577, 0.013, 1.202], [-4.519, -2.399, -0.338], [-5.517, -1.101, 0.404], [-5.129, -3.427, 1.729], [-3.287, -4.838, 1.565], [-2.053, -4.290, 2.645], [-2.406, -1.222, 2.495], [-0.058, 2.771, 0.585], [-0.652, 3.587, -0.343], [0.218, 4.603, -0.626], [1.383, 4.391, 0.161], [1.183, 3.253, 0.895], [-0.466, 1.944, 0.975], [-1.637, 3.375, -0.723], [0.043, 5.407, -1.321], [2.269, 5.005, 0.187], [1.815, 2.749, 1.606], [3.913, 3.029, -1.432], [4.820, 3.302, -2.417], [5.842, 2.395, -2.312], [5.537, 1.539, -1.221], [4.339, 1.956, -0.701], [3.059, 3.534, -1.263], [4.664, 4.114, -3.105], [6.711, 2.351, -2.946], [6.127, 0.714, -0.860], [3.757, 1.582, 0.124]], "mulliken_charge": [-0.790, -0.280, -0.388, -0.086, -0.599, -0.200, -1.061, 0.310, -0.820, -0.237, 0.136, -0.266, -0.176, 0.436, 0.128, 0.242, 0.143, 0.373, 0.393, -0.123, 0.316, 0.389, 0.484, 0.205, 0.468, 0.406, 0.371, 0.318, 0.251, 0.258, 0.384, 0.068, -0.418, -0.483, -0.762, -0.552, 0.175, 0.380, 0.415, 0.691, 0.495, 0.162, -0.515, -0.443, -0.632, -0.104, 0.169, 0.365, 0.394, 0.391, 0.220], "homo_lumo_gap_ev": 4.83, "total_energy_ha": -1050.39390, "lumo_ha": -0.16829, "charge": 1, "homo_ev": -9.4}

{"formula": "C4H12N3", "method": "wB97M-V/def2-TZVPD", "symbols": ["C", "C", "C", "C", "N", "N", "N", "H", "H", "H", "H", "H", "H", "H", "H", "H", "H", "H", "H"], "xyz": [[-2.294, 0.568, -0.375], [1.862, -0.013, -0.438], [0.420, 1.627, 0.546], [0.211, -2.059, 0.254], [-1.684, -0.631, 0.072], [0.543, 0.250, 0.200], [-0.377, -0.723, 0.123], [-1.569, 1.311, -0.615], [-3.107, 0.710, 0.321], [-2.858, 0.215, -1.304], [1.835, -0.793, -1.167], [2.199, 0.976, -0.905], [2.677, -0.145, 0.410], [0.589, 2.238, -0.265], [-0.582, 1.826, 0.851], [1.114, 1.702, 1.348], [0.550, -2.426, -0.728], [-0.518, -2.737, 0.775], [0.988, -1.898, 0.897]], "mulliken_charge": [-0.725, -0.874, -0.944, -0.914, -0.849, 0.126, 0.888, 0.438, 0.245, 0.274, 0.345, 0.327, 0.350, 0.433, 0.470, 0.350, 0.340, 0.324, 0.396], "homo_lumo_gap_ev": [8.93, 7.69], "total_energy_ha": -323.39928, "s_squared": 2.01, "lumo_ha": [-0.10594, -0.25875], "charge": 1, "homo_ev": [-11.8, -14.7], "e_above_lowest_kcal_mol": 57.3, "spin_multiplicity": 3}